No. 1
Below is C14H20AuN6O2S as an isolated structure, with properties calculated with wB97M-V/def2-TZVPD.

**Largest force on an atom**: 0.412 eV/Å
**HOMO-LUMO gap**: 7.1 eV

The geometry in ORCA input format:
```
! RIJCOSX wB97M-V def2-TZVPD def2/J DEFGRID3
* xyz 1 1
Au 0.24 0.22 0.22
S -2.02 0.42 0.39
O -0.67 0.18 4.00
O 0.92 -2.33 -0.47
N 0.33 -1.78 0.50
N -0.92 2.91 -0.11
N 2.29 0.54 -0.01
N -3.16 2.79 0.09
N -0.06 -0.51 2.96
N 0.24 2.21 -0.11
C 4.59 0.02 -0.21
C 1.39 2.77 -0.26
C 4.88 1.35 -0.40
C 1.56 4.23 -0.47
C 2.55 1.86 -0.22
C -1.99 2.17 0.10
C -0.09 -2.38 1.57
C -1.83 -2.16 3.44
C 3.85 2.29 -0.41
C 0.00 -3.87 1.66
C -0.66 -1.60 2.69
C 3.27 -0.36 -0.02
C -4.48 2.17 0.24
C -5.05 1.69 -1.08
H -5.13 2.91 0.70
H 5.36 -0.74 -0.20
H -3.12 3.78 -0.12
H -6.04 1.26 -0.92
H -4.42 0.92 -1.53
H 5.90 1.67 -0.54
H -0.07 0.92 4.17
H -2.43 -1.35 3.86
H 4.06 3.33 -0.58
H -2.44 -2.77 2.79
H -4.39 1.35 0.95
H -5.15 2.51 -1.79
H -1.48 -2.78 4.26
H 2.96 -1.39 0.10
H 0.59 4.72 -0.50
H 2.08 4.42 -1.41
H -0.96 -4.33 1.42
H 0.73 -4.23 0.94
H 0.28 -4.18 2.66
H 2.16 4.66 0.33
*
```

***

No. 2
Below is an isolated ion of composition C3H11N2S2 and charge +1 in a non-equilibrium geometry, with properties calculated with wB97M-V/def2-TZVPD.

**Largest force on an atom**: 4.533 eV/Å
**SMILES**: CC[C@@](N)([NH3+])SS
**HOMO-LUMO gap**: 10.1 eV

The geometry in ORCA input format:
```
! RIJCOSX wB97M-V def2-TZVPD def2/J DEFGRID3
* xyz 1 1
S 1.64 1.01 -0.70
S 3.38 0.23 0.13
N 0.79 -1.60 0.34
N -0.46 -0.68 -1.52
C -1.70 1.26 0.34
C 0.31 -0.35 -0.22
C -0.73 0.25 0.89
H 0.33 -0.78 -2.25
H 1.22 -1.32 1.26
H 1.45 -2.13 -0.18
H -1.23 0.04 -1.49
H -0.17 0.63 1.66
H -0.93 -1.52 -1.40
H -2.30 1.72 1.12
H -1.30 -0.63 1.12
H -1.07 2.18 -0.12
H -2.43 0.87 -0.32
H 3.19 0.85 1.32
*
```

***

No. 3
Below is C32H28Cl2FN2O6P2Pt as an isolated structure, with properties calculated with wB97M-V/def2-TZVPD.

**Largest force on an atom**: 0.841 eV/Å
**HOMO-LUMO gap (spin up / spin down)**: 7.8 / 7.9 eV

The geometry in ORCA input format:
```
! RIJCOSX wB97M-V def2-TZVPD def2/J DEFGRID3
* xyz 1 1
Pt -0.49 0.00 0.72
Cl -0.28 -1.73 -1.62
Cl -2.80 -0.69 -0.53
P 2.53 1.24 1.21
P 0.80 2.62 -0.84
F 2.85 0.14 4.99
O -0.29 1.74 -0.25
O -1.60 0.15 2.84
O -0.81 -1.62 1.81
O 1.69 1.66 7.00
O -2.29 -0.45 6.38
O 1.63 0.02 1.23
N -0.53 -1.12 5.10
N -0.26 0.51 6.74
C 2.49 4.54 3.58
C 0.68 2.75 -2.62
C -0.21 4.50 0.87
C -1.12 -0.37 6.10
C -1.97 -2.10 -1.24
C 2.07 2.47 2.42
C 1.07 0.80 6.43
C 1.47 6.53 -0.05
C 0.80 -0.94 4.74
C 1.19 2.02 -4.85
C 1.32 4.35 4.32
C 0.69 4.25 -0.16
C 6.84 -0.06 1.88
C -0.27 5.77 1.44
C 2.44 1.99 -0.44
C 1.53 5.27 -0.63
C 0.26 2.91 -5.36
C 2.86 3.60 2.64
C 0.53 3.24 4.11
C 5.79 -0.88 2.24
C 5.30 1.59 1.06
C -0.26 3.65 -3.13
C 0.90 2.29 3.16
C 1.58 -0.05 5.35
C 1.40 1.93 -3.49
C 6.60 1.18 1.29
C 4.48 -0.47 2.01
C -1.38 -1.83 4.16
C -1.32 -1.05 2.87
C 4.23 0.77 1.43
C 0.57 6.77 0.98
C -0.47 3.72 -4.50
H 1.76 1.38 -5.52
H 2.12 7.32 -0.41
H 1.04 5.08 5.07
H 0.52 7.76 1.43
H 2.13 1.22 -3.12
H 2.22 5.09 -1.44
H 0.10 2.97 -6.43
H 5.13 2.55 0.59
H -1.20 4.42 -4.90
H -1.02 -2.85 4.01
H 7.86 -0.38 2.05
H 5.98 -1.84 2.69
H 0.27 1.42 3.01
H 3.65 -1.11 2.29
H -2.48 -2.35 -2.16
H 7.43 1.81 1.00
H 1.17 -1.54 3.93
H -0.86 3.71 1.22
H 3.11 5.41 3.76
H 3.79 3.75 2.10
H -0.97 5.97 2.24
H -2.39 -1.84 4.56
H -0.37 3.08 4.69
H 3.16 2.80 -0.54
H 2.72 1.18 -1.12
H -1.98 -2.89 -0.51
H -0.68 1.05 7.48
H -0.83 4.29 -2.47
*
```